This record from OMol25 describes C5H5NO2 in the gas phase in a non-equilibrium geometry. The level of theory is the ωB97M-V functional and the def2-TZVPD basis.

Kohn-Sham gap	0.3892	Ha
charge	0
E_LUMO	0.987	eV
ΔE to the lowest compared entry with this formula, charge and spin	4.0494	eV
SMILES	O=C1[C@H]2N[C@@H]1[C@H]1O[C@H]12

```
13
C5H5NO2, DFT the ωB97M-V functional and the def2-TZVPD basis
C -0.1603 0.3703 -1.3112
C -0.4336 -0.9102 -0.4099
C 0.8560 0.6946 -0.2025
C 0.0050 0.7831 1.1275
C -0.8714 -0.3559 0.9250
H -0.9372 -1.7152 -0.9001
H 1.4494 -1.3524 -1.0166
H 1.7267 1.3725 -0.2934
H 0.3662 1.1191 2.0589
H -1.1992 -0.9940 1.7371
N 1.0719 -0.8253 -0.2549
O -0.5151 0.8333 -2.3189
O -1.3585 0.9799 0.8590
```